No. 1
The following is a quantum chemistry calculation of a molecular structure, C7H11O6Pt in a non-equilibrium geometry, from the Open Molecules 2025 dataset.

XYZ file:
```
25
Properties=species:S:1:pos:R:3:forces:R:3
O 1.7953 -1.7905 1.9257 3.72 -5.69 -0.94
O 3.8769 -1.5936 1.2064 -1.13 -0.13 0.63
O 2.5431 0.2080 1.4154 8.79 1.80 -3.42
C 2.7201 -1.0422 1.4914 6.53 -3.26 -1.33
C 5.0303 -0.7615 1.0783 0.81 0.65 -0.40
H 5.8893 -1.4381 1.0986 -0.32 0.13 -0.17
H 5.1408 -0.0470 1.9019 -0.33 -0.24 -0.08
H 4.9728 -0.2100 0.1332 0.15 -0.17 0.21
Pt 0.9327 -0.1843 2.0251 -13.61 5.69 7.04
C -1.8072 -0.6238 1.9675 -2.69 -0.87 -0.15
H -2.5598 -0.3249 2.6985 0.30 0.75 -0.04
C -0.7681 0.3457 1.5340 -2.98 1.10 -0.74
H -1.0064 1.3828 1.8039 -0.13 -0.06 -0.13
O -2.7218 -0.7243 0.6495 0.80 -0.65 1.28
C -2.0617 -0.1149 -0.2522 -0.71 1.97 1.33
O -0.8773 0.2904 0.0594 0.31 0.10 -1.01
O -2.6867 0.3848 -1.2412 -0.22 -1.47 -0.57
C -1.9240 0.8740 -2.3883 0.61 0.49 -0.35
C -2.9073 1.2235 -3.4702 -0.18 -0.02 -0.14
H -1.2295 0.0812 -2.6901 -0.18 0.18 0.07
H -1.3562 1.7453 -2.0417 -0.09 -0.20 -0.10
H -3.4701 0.3358 -3.7844 0.12 0.26 0.05
H -2.3527 1.6122 -4.3339 -0.15 -0.10 0.21
H -3.6083 1.9962 -3.1311 0.18 -0.20 -0.09
H -1.5641 -1.6247 2.3441 0.40 -0.07 -1.13
```
Forces are in eV/Å.

Results
* spin multiplicity: 3
* LUMO level (spin up / spin down): -3.28 / -4.97 eV
* charge: +1



No. 2
The following is a quantum chemistry calculation of 9 unconnected molecules or ions with the total composition C46H80FN10OP2 in a non-equilibrium geometry, from the Open Molecules 2025 dataset.

XYZ file:
```
140
Properties=species:S:1:pos:R:3:forces:R:3
C -4.9201 3.1704 4.8660 -0.37 -0.29 -0.78
C -5.2595 2.8045 3.6113 0.16 0.33 0.09
C -6.0612 3.6470 2.6401 -1.72 -0.97 1.19
N -5.9204 3.0723 1.2979 -0.29 0.12 -0.14
N -6.7654 2.0588 1.1140 0.64 0.32 0.02
C -6.6887 1.4648 -0.0477 -0.12 -0.83 -0.27
P -7.8652 0.0626 -0.2637 -1.30 -0.07 -0.13
O -9.2232 0.3725 0.2109 0.03 0.13 0.34
C -5.8214 1.8527 -1.0668 0.19 0.26 0.10
C -4.9659 2.9122 -0.8623 -0.36 -0.34 0.06
C -4.0440 3.3676 -1.9505 0.17 0.66 0.44
C -2.5696 2.9358 -1.7352 -0.52 -0.49 -0.64
C -2.1177 1.9131 -2.7762 -0.02 0.28 0.07
F -2.2067 0.6287 -2.2401 0.05 -0.02 -0.07
C -5.0177 3.5278 0.4195 -0.16 0.39 0.25
P -3.8007 4.9233 0.7114 1.31 -0.37 -1.02
C -3.0261 4.8134 2.3623 -0.76 0.66 0.51
C -1.9964 5.9485 2.4770 -0.37 -0.20 0.21
C -4.7192 6.5121 0.5693 0.08 0.09 -0.20
C -3.8061 7.5283 -0.1675 0.27 -0.55 0.34
H -3.8666 3.1174 5.1086 -0.27 -1.36 1.02
H -5.6585 3.5075 5.5854 0.35 1.55 -0.30
H -4.9314 1.8451 3.2120 1.31 0.63 -0.54
H -7.1250 3.5796 2.8869 -0.09 0.12 -0.27
H -5.8022 4.6965 2.6613 0.38 -0.02 -0.22
H -7.8706 -0.1366 -1.6578 0.64 -0.06 -0.01
H -7.2676 -1.0753 0.2986 0.38 0.15 -0.08
H -5.8376 1.3202 -2.0086 0.05 0.00 -0.05
H -4.0745 4.4569 -1.9546 -0.02 0.03 -0.12
H -4.4311 3.0462 -2.9149 -0.02 -0.21 0.00
H -2.4682 2.4539 -0.7652 0.28 0.17 0.13
H -1.9290 3.8098 -1.7682 0.05 0.05 0.15
H -1.0940 2.1140 -3.0907 0.14 -0.31 0.13
H -2.7487 1.9179 -3.6652 0.00 0.07 -0.07
H -2.5708 3.8433 2.5448 0.01 -0.11 -0.23
H -3.7662 5.0031 3.1400 0.03 -0.24 0.13
H -2.4946 6.9048 2.3175 0.17 0.12 -0.16
H -1.6633 5.9553 3.5134 0.27 0.02 -0.03
H -1.1597 5.7937 1.8045 -0.04 0.21 0.06
H -5.0456 6.9278 1.5210 -0.23 -0.18 0.08
H -5.5719 6.3120 -0.0787 -0.31 0.03 0.29
H -2.7666 7.2124 -0.0854 0.10 0.13 -0.01
H -3.8745 8.5170 0.2754 -0.19 0.13 -0.17
H -4.0390 7.5398 -1.2280 -0.07 0.23 -0.05
C 3.2004 2.9971 -0.3172 0.03 -0.17 0.04
C 2.3433 3.1717 -1.5620 0.11 -0.09 0.09
C 1.4465 4.4138 -1.4789 0.09 -0.17 -0.09
C 0.5288 4.3188 -0.3457 0.14 0.21 -0.13
N -0.1818 4.2475 0.5516 -0.14 -0.27 0.04
H 2.5917 2.8422 0.5760 -0.04 0.05 -0.02
H 3.8541 2.1321 -0.4194 0.04 -0.02 -0.02
H 3.8182 3.8791 -0.1626 -0.04 0.02 0.03
H 1.7300 2.2800 -1.7139 -0.05 0.03 -0.03
H 2.9861 3.2680 -2.4376 -0.04 0.07 -0.03
H 0.8553 4.5300 -2.3893 -0.01 0.06 0.00
H 2.0560 5.3120 -1.3576 0.00 0.01 0.01
C -2.1481 -2.6514 0.5110 0.11 0.06 0.15
C -1.1812 -1.7445 -0.2380 -0.14 -0.12 0.08
C 0.2220 -2.3502 -0.3532 -0.13 0.13 -0.03
C 0.8126 -2.5789 0.9649 0.05 -0.05 -0.26
N 1.2722 -2.7630 1.9988 0.07 -0.03 0.26
H -1.8227 -2.8174 1.5401 0.08 -0.05 -0.03
H -3.1397 -2.2116 0.5470 -0.04 -0.01 -0.01
H -2.2283 -3.6232 0.0192 -0.03 -0.02 0.03
H -1.1218 -0.7753 0.2624 0.05 0.02 -0.04
H -1.5619 -1.5593 -1.2429 0.08 0.03 -0.04
H 0.8825 -1.6864 -0.9124 0.05 -0.05 -0.02
H 0.1823 -3.3042 -0.8838 0.06 -0.01 -0.02
C 7.5716 7.1811 1.2021 -0.02 -0.01 0.03
C 6.8633 5.9099 1.6551 0.09 0.17 0.01
C 6.4309 5.0178 0.4844 0.03 0.12 0.20
C 5.4942 5.7137 -0.3968 0.19 -0.13 0.02
N 4.7562 6.2618 -1.0818 -0.24 0.09 -0.12
H 6.9143 7.8098 0.6000 0.00 -0.02 -0.03
H 7.8888 7.7686 2.0629 0.02 0.00 0.00
H 8.4576 6.9480 0.6090 0.00 0.01 -0.01
H 5.9880 6.1730 2.2515 -0.03 -0.06 0.00
H 7.5271 5.3327 2.3002 -0.04 -0.08 -0.02
H 5.9431 4.1138 0.8520 0.01 -0.04 -0.06
H 7.2971 4.7160 -0.1064 -0.01 -0.02 -0.03
C 4.1565 -4.5844 -0.2999 -0.02 0.03 0.02
C 3.3845 -5.8198 0.1443 0.10 0.13 0.04
C 2.9290 -6.6902 -1.0350 -0.02 0.13 0.27
C 2.0502 -5.9312 -1.9239 0.14 -0.28 -0.04
N 1.3739 -5.3291 -2.6272 -0.23 0.23 -0.07
H 3.5351 -3.9301 -0.9143 0.02 -0.02 -0.05
H 4.4832 -4.0036 0.5614 -0.01 -0.02 0.02
H 5.0409 -4.8585 -0.8803 0.00 0.00 -0.01
H 2.5138 -5.5090 0.7249 -0.02 -0.06 0.01
H 4.0067 -6.4266 0.8029 -0.04 -0.08 -0.03
H 2.3899 -7.5667 -0.6751 0.02 -0.05 -0.06
H 3.7871 -7.0393 -1.6109 0.00 -0.01 -0.02
C 4.1674 -9.4157 -4.1621 0.05 0.01 -0.02
C 5.3054 -10.4039 -3.9359 -0.09 0.13 -0.07
C 4.9607 -11.4824 -2.9020 0.10 0.12 -0.10
C 4.6683 -10.8965 -1.5937 0.02 -0.22 -0.13
N 4.4433 -10.4387 -0.5675 -0.07 0.23 0.19
H 3.9320 -8.8672 -3.2491 -0.03 -0.04 0.03
H 4.4391 -8.6854 -4.9238 -0.02 0.00 -0.01
H 3.2619 -9.9263 -4.4941 -0.01 0.01 0.01
H 6.1981 -9.8656 -3.6126 0.03 -0.05 0.02
H 5.5525 -10.8945 -4.8782 0.03 -0.07 0.04
H 5.7916 -12.1781 -2.7829 -0.03 -0.04 0.02
H 4.0890 -12.0542 -3.2242 -0.01 -0.02 0.02
C -5.2826 -1.2932 -4.3390 0.04 0.01 -0.01
C -4.1741 -2.3160 -4.1211 -0.05 0.14 -0.05
C -4.5674 -3.4217 -3.1328 0.11 0.15 -0.14
C -4.8768 -2.8632 -1.8186 0.04 -0.27 -0.11
N -5.0987 -2.4316 -0.7802 -0.31 0.34 0.11
H -5.5235 -0.7713 -3.4093 -0.01 -0.04 0.02
H -4.9749 -0.5443 -5.0688 -0.01 -0.01 -0.02
H -6.1934 -1.7669 -4.7088 -0.02 0.01 0.01
H -3.2777 -1.8091 -3.7586 0.03 -0.05 0.02
H -3.9157 -2.7799 -5.0732 0.02 -0.07 0.03
H -3.7523 -4.1368 -3.0164 -0.03 -0.04 0.04
H -5.4428 -3.9668 -3.4892 -0.01 -0.02 0.01
C -1.6219 -1.5475 5.7193 -0.03 0.01 0.01
C -3.0933 -1.1512 5.7657 0.16 -0.16 -0.04
C -3.3468 0.2690 5.2409 0.07 -0.26 0.20
C -2.6209 1.2521 6.0473 -0.05 -0.23 -0.21
N -2.0275 1.9963 6.6854 0.10 0.23 0.13
H -1.0164 -0.9021 6.3565 0.00 0.03 -0.02
H -1.4915 -2.5701 6.0705 0.00 -0.01 -0.02
H -1.2274 -1.4903 4.7028 0.02 0.00 0.00
H -3.4599 -1.2261 6.7906 -0.06 0.04 -0.01
H -3.6768 -1.8507 5.1645 -0.07 0.06 -0.01
H -4.4097 0.5081 5.2771 0.00 0.04 0.02
H -3.0135 0.3555 4.2038 0.04 0.02 0.01
C 7.2565 -2.8008 0.7678 0.01 -0.06 -0.04
C 7.7926 -2.6063 -0.6457 -0.01 -0.12 0.16
C 8.0228 -1.1290 -0.9896 -0.11 -0.27 -0.03
C 6.7624 -0.3914 -0.9094 0.32 0.12 -0.05
N 5.7751 0.1862 -0.8467 -0.30 0.14 0.02
H 6.2871 -2.3173 0.8946 0.02 0.05 0.02
H 7.1249 -3.8611 0.9817 0.01 0.00 0.02
H 7.9450 -2.3934 1.5101 -0.01 0.02 0.00
H 7.0929 -3.0348 -1.3658 0.02 0.02 -0.04
H 8.7336 -3.1471 -0.7556 0.04 0.08 -0.06
H 8.4177 -1.0230 -2.0002 0.01 0.04 0.00
H 8.7387 -0.6786 -0.3006 -0.02 0.03 0.02
```
Forces are in eV/Å.

Results
* LUMO level: -4.12 eV
* charge: +1



No. 3
The following is a quantum chemistry calculation of a single C6H14N2 molecule in a non-equilibrium geometry, from the Open Molecules 2025 dataset.

XYZ file:
```
22
Properties=species:S:1:pos:R:3:forces:R:3
C -1.6015 -1.8732 0.8438 3.77 0.02 -1.57
C -1.8340 -0.7488 -0.1220 3.43 3.42 -0.72
C -0.5555 -0.7686 -1.1619 -1.25 2.28 2.64
C 0.7812 -0.3171 -0.5671 0.99 -1.85 -1.54
C 1.1451 0.8544 -0.0456 -0.66 0.29 0.92
N 2.4782 1.1548 0.2675 -0.92 3.37 0.33
C 2.7844 2.4585 0.9238 2.03 -0.94 0.87
N -3.1224 -0.6473 -0.7826 0.70 0.52 0.99
H -2.4672 -1.9067 1.3265 -3.34 -0.87 3.06
H -0.6324 -1.8980 1.4605 -1.70 1.04 -0.57
H -1.4218 -2.7706 0.2867 -0.53 -0.89 -0.58
H -1.7099 0.2605 0.4137 -0.17 -1.36 -0.35
H -0.7087 -0.0852 -1.9876 -0.58 -0.25 -0.51
H -0.5910 -1.7822 -1.4036 0.66 -1.55 -1.18
H 1.6306 -1.0056 -0.9359 -1.08 1.08 0.96
H 0.3691 1.6334 0.2581 1.22 -0.95 -0.55
H 3.1011 0.4331 0.4724 0.72 -1.26 0.24
H 3.8333 2.8284 0.8337 -0.24 -0.95 -0.90
H 2.7970 2.4954 2.0368 -1.16 -0.37 -0.42
H 2.2678 3.2719 0.4913 -1.20 0.56 -0.30
H -3.5296 -1.5102 -1.0065 -0.51 -1.38 -0.55
H -3.0137 -0.0768 -1.6020 -0.20 0.03 -0.28
```
Forces are in eV/Å.

Results
* SMILES string: CN/C=C/C[C@H](C)N
* LUMO level: 1.12 eV
* ΔE to the lowest compared entry with this formula, charge and spin: 59.6 kcal per mole
* charge: 0